Entry from the Open Molecules 2025 dataset: an isolated molecule of C9H11O2P at a distorted geometry (ωB97M-V/def2-TZVPD).

Geometry as XYZ:
```
23
Properties=species:S:1:pos:R:3:forces:R:3:mulliken_charge:R:1
C 2.923 0.123 -1.035 -1.654 -0.685 1.504 -0.586
C 2.111 -0.158 0.000 1.820 -0.325 1.221 -0.261
P 0.539 -1.066 0.176 0.446 -2.907 0.218 0.743
O 0.531 -2.413 -0.573 -0.274 3.234 1.413 -0.712
O 0.297 -1.243 1.810 0.453 0.714 -2.020 -0.324
C 0.446 -2.482 2.527 -0.082 1.024 -0.435 -0.786
C -0.635 0.232 -0.234 0.112 -1.943 -1.211 0.398
C -0.847 0.275 -1.615 -1.483 1.620 1.026 -0.587
C -1.693 1.280 -2.078 -0.101 -0.134 -2.257 -0.371
C -2.225 2.210 -1.223 -1.605 2.730 -0.291 -0.243
C -1.983 2.160 0.154 -1.726 -0.046 0.138 -0.460
C -1.293 1.064 0.637 1.762 1.609 1.429 -0.124
H 3.882 0.603 -0.943 0.082 0.016 0.107 0.273
H 2.573 -0.226 -1.960 -0.064 -0.002 -1.624 0.272
H 2.564 -0.022 1.000 -0.461 0.457 -0.310 0.291
H 1.268 -2.297 3.224 -1.028 -0.035 0.996 0.304
H 0.871 -3.250 1.951 0.233 -1.036 -1.475 0.347
H -0.590 -2.775 2.764 0.856 0.020 0.959 0.262
H -0.461 -0.449 -2.266 0.671 -0.893 -0.766 0.468
H -1.974 1.395 -3.178 0.636 -0.429 1.588 0.270
H -2.866 3.082 -1.707 1.351 -1.931 1.287 0.211
H -2.508 2.829 0.886 0.804 -0.446 -1.003 0.329
H -0.931 1.126 1.682 -0.749 -0.612 -0.493 0.286
```
Forces are in eV/Å.

The highest occupied orbital energy comes out at -9.60 eV. Its HOMO-LUMO gap is 10.09 eV. As for the SMILES: C=C[P@@](=O)(OC)c1ccccc1. As for the total energy: -841.3565 hartree.



Entry from the Open Molecules 2025 dataset: a cluster of 9 separate species, C25H68O11 in total at a distorted geometry (ωB97M-V/def2-TZVPD).

Geometry as XYZ:
```
104
Properties=species:S:1:pos:R:3:forces:R:3:mulliken_charge:R:1
C -3.876 -1.026 -3.302 -1.375 -1.419 6.306 -1.422
C -5.345 -1.030 -2.789 0.476 0.692 -1.264 0.310
C -5.690 0.050 -1.886 2.318 2.526 4.199 -0.768
O -6.108 -0.785 -3.969 0.292 -0.881 -0.882 -0.539
H -3.925 -1.806 -3.916 1.010 -2.898 -2.992 0.443
H -3.082 -1.086 -2.496 -1.170 -1.362 -0.116 0.183
H -3.497 -0.165 -3.573 0.612 4.723 -2.939 0.653
H -5.597 -1.966 -2.240 0.215 0.087 -0.944 0.315
H -6.722 0.236 -1.565 -0.053 -0.579 -0.622 0.433
H -5.284 1.190 -2.211 -0.622 -3.285 1.046 0.097
H -5.196 -0.492 -0.892 -0.733 2.544 -1.608 0.052
H -6.968 -1.137 -3.790 -0.920 -0.160 -0.127 0.325
C -3.007 4.250 2.037 -3.482 1.125 0.493 -1.309
C -3.144 3.474 0.758 -3.743 0.831 -0.911 0.630
C -1.876 3.526 -0.152 -2.011 0.985 1.653 -0.190
O -3.472 2.123 1.044 -0.041 -2.465 0.794 -0.470
H -2.947 5.302 1.863 0.760 0.770 -0.369 0.392
H -2.185 3.840 2.457 2.921 -0.733 1.993 0.229
H -3.861 4.270 2.849 1.189 -0.886 -1.882 0.301
H -4.103 3.822 0.225 1.617 0.169 0.153 0.277
H -1.740 4.536 -0.561 -0.032 -0.316 0.179 0.538
H -2.010 2.829 -0.935 0.162 -0.803 -0.865 -0.013
H -1.089 3.289 0.527 1.068 -0.302 0.005 -0.536
H -4.239 1.853 1.656 1.768 1.603 -1.420 0.236
C -0.480 1.240 -3.479 -3.848 0.909 -0.002 -0.224
C 0.303 1.693 -4.718 -0.227 -2.459 0.810 0.227
C 1.671 1.001 -4.704 -2.399 0.093 5.001 -1.212
O -0.471 1.372 -5.887 4.274 -2.981 0.116 -0.575
H 0.152 1.068 -2.606 -0.182 -0.294 -0.178 -0.216
H -1.295 0.391 -3.724 2.550 1.331 0.504 0.066
H -1.251 2.074 -3.181 1.461 -1.123 -0.306 0.206
H 0.501 2.726 -4.741 0.031 1.564 0.278 0.364
H 1.503 -0.080 -4.659 0.637 0.246 0.015 0.210
H 2.256 1.488 -3.805 -1.106 -1.489 -1.402 0.082
H 2.104 1.370 -5.495 2.900 1.094 -4.629 0.614
H -1.126 1.968 -5.834 -4.025 3.141 -0.249 0.311
C 3.063 -2.435 -0.286 -1.734 -2.207 2.729 -1.011
C 2.200 -3.007 -1.434 3.493 -0.519 1.462 1.712
C 2.052 -2.057 -2.567 -3.288 -0.191 1.027 -1.327
O 2.802 -4.264 -1.896 -0.145 1.605 -3.299 -0.638
H 2.995 -3.207 0.622 1.364 0.654 -2.208 0.202
H 2.546 -1.748 0.373 -0.722 1.237 -0.811 -0.048
H 4.000 -1.993 -0.514 1.098 -0.202 -0.225 0.386
H 1.335 -3.264 -0.884 -1.701 -0.232 -0.210 -0.784
H 1.739 -1.147 -2.064 0.130 0.639 -0.356 0.131
H 1.097 -2.428 -3.035 1.237 0.600 -0.768 0.377
H 2.923 -1.887 -3.164 0.372 -0.143 -0.478 0.603
H 2.918 -4.056 -2.919 -0.182 -1.215 3.231 0.393
C 1.300 3.609 2.641 0.472 2.805 0.974 -0.584
C 1.628 2.744 3.822 -2.689 0.386 -1.081 0.260
C 0.340 2.281 4.482 -0.914 -2.145 0.020 -1.103
O 2.484 1.725 3.406 -1.396 1.005 -3.506 -0.525
H 0.641 3.256 1.859 0.409 -0.610 -0.191 -0.429
H 2.268 4.027 2.342 -0.276 -0.334 -0.964 0.208
H 0.798 4.540 3.028 0.158 -0.852 -0.172 0.519
H 2.098 3.341 4.568 0.761 0.707 0.512 0.610
H -0.343 1.516 3.916 1.584 1.342 0.706 0.001
H -0.287 3.133 4.695 -0.140 0.369 0.110 0.431
H 0.615 1.830 5.446 -0.379 -0.119 -0.112 0.383
H 2.832 1.465 4.181 2.433 -2.315 3.872 0.294
C 1.261 -2.327 4.127 -1.898 0.832 -1.849 -1.872
C 1.058 -3.565 3.327 1.152 0.536 -3.657 1.797
C 2.184 -4.609 3.479 1.038 2.852 3.079 -1.575
O -0.112 -4.079 3.641 -3.234 -0.042 4.040 -0.648
H 0.412 -1.589 4.125 0.698 -1.115 0.003 0.168
H 2.120 -1.874 3.785 2.085 1.257 -0.361 0.385
H 1.393 -2.862 4.959 0.603 -0.452 4.665 0.689
H 0.926 -3.189 2.265 0.984 -0.761 0.238 -0.309
H 2.510 -4.855 4.556 -0.934 1.206 -0.696 0.313
H 2.999 -4.005 3.146 1.397 -0.655 -0.912 0.317
H 2.108 -5.610 3.235 -0.603 -1.653 -2.130 0.480
H -0.436 -4.562 2.943 -1.312 -1.910 -2.554 0.333
C 3.377 3.363 -0.546 -0.036 -15.147 -1.760 -1.403
C 4.711 2.554 -0.352 0.496 0.259 0.779 0.496
C 4.760 1.177 -1.036 1.004 1.226 1.771 -0.522
O 5.742 3.292 -0.878 5.132 1.076 -1.383 -0.604
H 3.080 3.210 -1.530 -0.689 0.668 -1.773 0.320
H 3.485 4.139 -0.125 0.768 10.960 5.175 0.666
H 2.798 2.536 0.097 0.061 2.396 -1.196 0.162
H 5.021 2.600 0.725 -1.315 -1.089 -0.195 0.191
H 3.869 0.715 -0.726 -1.017 -1.509 0.309 -0.199
H 5.703 0.675 -0.619 -1.422 0.295 -1.179 0.403
H 4.703 1.388 -2.101 0.500 -0.372 -0.117 0.231
H 6.704 2.872 -0.712 -3.571 1.190 -0.456 0.333
O -0.650 -5.146 0.954 -0.682 -0.062 1.386 -0.456
C -1.568 -4.713 0.031 -3.608 2.406 1.854 -0.634
C -2.419 -3.560 0.755 -0.043 -3.334 1.256 0.054
O -3.227 -2.877 -0.114 0.066 2.798 -0.224 -0.571
H -0.036 -5.716 0.558 1.421 -1.307 -0.802 0.245
H -1.186 -4.289 -0.799 2.316 1.933 -2.664 0.354
H -2.316 -5.312 -0.487 -0.143 -1.496 0.986 0.314
H -1.813 -2.806 1.206 1.245 -0.141 0.862 -0.049
H -3.036 -4.079 1.596 0.970 0.743 -1.143 0.244
H -2.893 -1.937 0.132 -1.602 -1.470 -1.566 0.483
O -2.089 -0.365 0.222 -1.399 0.789 -0.449 -0.454
C -0.720 -0.342 0.072 2.332 -0.851 1.060 1.817
C -0.222 0.385 1.342 5.900 -4.824 -3.348 0.013
O 1.255 0.534 1.177 -1.090 0.474 0.597 -0.270
H -2.294 0.603 0.188 -1.025 -1.117 0.324 0.004
H -0.233 -1.354 -0.086 -0.910 0.857 0.570 -0.228
H -0.439 0.213 -0.781 0.378 0.778 -1.129 -1.226
H -0.418 -0.291 2.087 -0.640 -1.062 2.451 0.052
H -0.680 1.233 1.334 -2.747 5.404 0.685 -0.014
H 1.694 1.027 1.922 -0.864 -0.828 -0.645 0.092
```
Forces are in eV/Å.

The highest occupied orbital energy comes out at -9.47 eV. Its HOMO-LUMO gap is 9.85 eV. As for the SMILES: CC(C)O.CC(C)O.CC(C)O.CC(C)O.CC(C)O.CC(C)O.CC(C)O.OCCO.OCCO. As for the total energy: -1820.4731 hartree.



Entry from the Open Molecules 2025 dataset: a cluster of 4 separate species, C43H86F13N6O4S in total at a distorted geometry (ωB97M-V/def2-TZVPD).

Geometry as XYZ:
```
153
Properties=species:S:1:pos:R:3:forces:R:3:mulliken_charge:R:1
C 0.857 2.222 1.405 -0.171 -0.566 -1.156 -0.868
C 2.260 2.185 0.629 -0.085 1.805 0.868 1.920
C 3.437 3.018 1.398 -0.310 -1.868 -0.448 -0.466
C 4.832 2.458 0.829 0.937 1.153 0.975 -0.309
C 5.467 3.328 -0.362 0.200 -0.916 -0.891 -0.922
C 4.556 3.409 -1.682 -0.451 -0.204 0.658 0.090
C 3.646 4.759 -1.754 0.913 -1.584 -0.110 0.055
C 2.911 4.721 -3.176 0.641 1.016 -0.196 -0.431
C 1.432 5.331 -3.194 -0.419 -1.135 -0.943 -1.068
C 0.505 4.888 -1.968 0.015 1.020 0.412 0.652
C -1.074 4.944 -2.254 0.109 0.446 1.463 -0.880
C -1.833 3.883 -1.277 -0.526 1.549 0.130 -0.282
N -2.596 2.842 -2.019 0.832 -0.610 0.170 -0.333
C -2.060 1.477 -1.784 0.403 -1.463 -0.767 1.900
N -2.657 0.808 -0.547 -1.740 3.825 0.603 -0.361
C -3.791 1.383 -0.179 1.184 -0.132 0.581 0.589
C -3.731 2.305 1.152 -1.231 -1.865 0.688 -1.149
C -5.193 1.288 -0.936 0.553 0.911 -0.249 -0.666
C -2.298 0.456 -3.006 -0.607 0.181 -0.894 -0.628
N -2.417 -0.971 -2.609 0.380 0.100 0.543 -0.510
O -3.569 0.800 -3.640 1.291 -1.158 0.786 -0.539
O -1.306 0.545 -4.043 -0.233 -0.577 1.521 -0.539
C 0.002 0.146 -3.574 2.224 0.932 -0.672 1.826
C 0.697 -1.013 -4.456 -1.111 0.220 0.143 -1.145
C 1.337 -2.125 -3.485 -0.291 -0.362 -1.551 -0.599
C 2.824 -1.811 -3.006 0.246 1.085 -0.988 0.952
F 3.744 -2.789 -3.536 -1.754 1.744 1.542 -0.366
F 3.314 -0.561 -3.511 -1.225 -2.853 1.100 -0.255
C 2.974 -1.671 -1.391 1.795 1.881 -0.773 0.389
F 4.277 -1.087 -1.208 -2.789 -1.269 0.094 -0.358
F 2.066 -0.734 -0.872 1.512 -2.583 -1.031 0.073
C 3.000 -3.086 -0.627 2.518 -1.374 -1.317 0.712
F 2.423 -4.159 -1.407 0.863 2.916 2.317 -0.336
F 4.412 -3.434 -0.574 -3.428 0.711 0.067 -0.314
C 2.535 -3.064 0.898 3.435 -0.473 2.069 0.452
F 2.937 -1.886 1.585 -0.744 -2.890 -2.358 -0.190
F 3.262 -4.116 1.550 -1.875 2.197 -1.688 -0.293
S 0.731 -3.369 1.253 -3.392 0.258 3.428 1.116
F 1.140 -3.878 2.819 -0.580 0.780 -2.453 -0.341
F 0.777 -4.968 0.805 0.160 2.689 -0.038 -0.300
F 0.205 -2.833 -0.223 1.181 -1.015 2.028 -0.219
F 0.626 -1.812 1.900 -0.419 -2.527 -1.565 -0.349
F -0.864 -3.590 1.679 2.416 0.302 -0.859 -0.304
C 0.958 1.457 -3.732 2.607 2.172 2.475 -0.494
O 1.099 2.043 -4.854 -0.799 -1.946 2.636 -0.787
O 1.619 1.824 -2.563 -2.961 -1.774 -4.219 -0.349
H 0.361 3.260 1.327 0.888 -1.483 0.464 -0.020
H 0.152 1.507 0.836 0.872 1.027 0.893 0.013
H 0.922 1.831 2.474 -0.023 0.735 -1.257 0.315
H 2.636 1.118 0.508 -0.689 1.484 -0.074 -0.481
H 2.101 2.738 -0.363 0.253 -1.520 1.143 -0.951
H 3.377 2.719 2.512 0.076 0.784 -1.536 0.353
H 3.337 4.150 1.245 0.150 -1.660 0.382 0.222
H 4.779 1.332 0.580 -0.118 1.845 0.080 -0.018
H 5.589 2.525 1.704 -0.997 -0.136 -1.307 0.359
H 6.441 2.784 -0.667 -1.319 0.950 0.566 0.283
H 5.742 4.394 -0.063 -0.339 -1.411 0.025 0.285
H 3.845 2.506 -1.649 0.900 1.363 -0.361 -0.350
H 5.195 3.274 -2.625 -0.883 0.468 1.293 0.524
H 4.342 5.654 -1.596 -1.039 -1.005 -0.375 0.443
H 2.955 4.706 -0.850 0.620 0.204 -1.339 -0.261
H 3.542 5.385 -3.885 -0.898 -0.964 0.993 0.383
H 2.990 3.664 -3.616 -0.713 1.539 0.922 0.061
H 1.468 6.469 -3.344 -0.097 -1.533 0.582 0.366
H 0.927 4.918 -4.150 0.826 0.577 1.405 0.285
H 0.705 5.651 -1.119 -0.339 -1.230 -1.083 0.408
H 0.743 3.865 -1.528 0.029 1.200 -1.150 -0.663
H -1.365 4.830 -3.351 0.503 -0.163 1.410 0.416
H -1.439 5.987 -1.911 0.487 -1.506 -0.802 0.242
H -1.115 3.451 -0.484 -1.032 0.402 -1.487 -0.052
H -2.614 4.485 -0.670 1.221 -0.795 -0.815 0.155
H -2.654 3.088 -3.014 0.230 -0.496 0.573 0.397
H -0.940 1.606 -1.525 -1.550 -0.722 -0.646 -0.635
H -3.776 3.418 0.908 0.239 -1.582 -0.059 0.193
H -2.819 2.032 1.798 -1.253 0.573 -1.319 0.158
H -4.669 2.070 1.775 1.203 0.535 -0.652 0.477
H -5.154 2.015 -1.833 -0.033 -1.094 1.380 0.179
H -6.066 1.580 -0.244 1.369 -0.558 -1.040 0.396
H -5.319 0.239 -1.364 0.136 1.397 0.702 -0.055
H -3.327 -1.190 -2.186 0.543 0.612 -0.064 0.323
H -1.722 -1.223 -1.881 -0.620 0.400 -0.687 0.066
H -3.912 -0.074 -3.926 0.316 0.829 -0.093 0.476
H 0.041 -0.197 -2.489 -0.358 0.734 -1.307 -0.354
H -0.144 -1.484 -5.089 1.314 0.444 1.075 0.387
H 1.434 -0.544 -5.187 -0.844 -0.697 1.112 0.372
H 0.588 -2.301 -2.647 1.342 0.285 -0.770 0.007
H 1.359 -3.103 -4.098 0.336 1.430 1.161 0.490
C 4.677 -6.650 -1.237 -0.006 0.058 0.095 -1.123
C 5.822 -7.641 -1.070 -0.064 0.187 -0.056 -0.447
N 7.139 -7.015 -1.058 0.368 -0.099 -0.188 0.114
C 8.235 -7.968 -1.203 -0.092 -0.026 -0.185 -0.702
C 8.431 -8.997 -0.089 0.211 -0.145 0.116 -0.970
C 7.348 -5.967 -0.065 -0.300 0.267 -0.070 -0.444
C 7.132 -6.328 1.405 0.085 0.102 0.256 -1.040
H 4.820 -6.027 -2.124 0.051 -0.009 0.111 0.329
H 3.734 -7.189 -1.355 0.078 0.004 0.030 0.452
H 4.571 -5.997 -0.367 0.013 -0.017 -0.095 0.015
H 5.770 -8.334 -1.917 0.282 0.000 0.082 0.462
H 5.647 -8.239 -0.166 -0.099 -0.102 0.079 0.247
H 9.174 -7.422 -1.346 -0.142 0.141 0.087 0.351
H 8.085 -8.514 -2.142 -0.165 0.066 0.026 0.420
H 8.864 -8.546 0.805 -0.103 -0.043 0.005 0.219
H 9.130 -9.770 -0.423 -0.044 0.037 0.000 0.399
H 7.500 -9.497 0.185 0.029 0.065 -0.010 0.273
H 6.684 -5.130 -0.307 -0.046 -0.139 -0.047 0.093
H 8.354 -5.551 -0.181 -0.013 -0.233 -0.146 0.375
H 6.210 -6.890 1.568 0.038 0.008 -0.048 0.232
H 7.060 -5.411 1.998 -0.012 -0.063 -0.061 0.406
H 7.967 -6.901 1.809 -0.099 -0.077 0.017 0.319
C -1.409 2.413 5.430 -0.087 0.039 0.078 -1.365
C -0.405 3.521 5.133 -0.149 -0.076 -0.064 -0.116
N -1.014 4.737 4.606 0.013 0.246 -0.256 0.265
C -0.043 5.672 4.043 0.096 -0.147 -0.219 -0.142
C 0.980 6.290 4.995 0.124 0.230 0.037 -1.164
C -2.064 5.339 5.418 -0.177 -0.307 0.002 -0.730
C -1.717 5.731 6.854 -0.120 0.189 0.219 -0.967
H -2.023 2.190 4.553 0.042 0.087 0.049 0.136
H -0.879 1.498 5.708 -0.007 0.090 -0.017 0.442
H -2.069 2.672 6.262 -0.009 -0.030 -0.058 0.371
H 0.292 3.125 4.387 -0.019 0.307 -0.029 0.216
H 0.184 3.719 6.038 0.092 -0.063 0.123 0.233
H -0.575 6.479 3.527 -0.146 -0.100 0.128 0.454
H 0.506 5.151 3.251 -0.082 -0.142 0.100 -0.210
H 0.529 7.051 5.634 0.042 -0.077 0.055 0.262
H 1.765 6.787 4.417 -0.046 -0.058 0.014 0.468
H 1.465 5.543 5.628 -0.053 0.021 -0.029 0.257
H -2.909 4.642 5.453 0.123 -0.069 -0.015 0.367
H -2.465 6.217 4.900 0.236 -0.066 -0.121 0.378
H -1.169 4.947 7.381 0.004 0.020 -0.069 0.251
H -2.639 5.914 7.415 0.055 -0.022 -0.038 0.379
H -1.135 6.652 6.893 0.076 -0.095 0.049 0.257
C -9.202 -0.964 -2.121 -0.120 0.001 0.021 -1.483
C -8.421 -1.987 -1.305 -0.096 0.168 0.011 -0.325
N -8.607 -1.854 0.135 0.201 0.038 0.308 0.176
C -7.640 -2.620 0.917 0.199 0.110 -0.067 -0.565
C -7.677 -4.143 0.795 0.044 -0.210 0.152 -0.995
C -9.982 -1.906 0.617 -0.123 0.255 -0.217 -0.710
C -10.806 -3.150 0.284 -0.248 -0.132 0.108 -0.946
H -8.980 0.055 -1.795 -0.017 -0.102 0.045 0.302
H -8.928 -1.045 -3.177 -0.010 -0.031 0.090 0.435
H -10.281 -1.126 -2.053 0.048 0.048 0.000 0.340
H -7.362 -1.835 -1.538 -0.014 -0.117 0.271 0.405
H -8.677 -2.994 -1.658 0.001 -0.094 -0.132 0.242
H -7.735 -2.351 1.975 -0.178 0.069 -0.104 0.399
H -6.636 -2.284 0.634 -0.107 0.069 -0.131 0.224
H -8.531 -4.570 1.323 0.006 -0.018 -0.104 0.214
H -6.778 -4.569 1.250 -0.041 0.045 -0.040 0.430
H -7.704 -4.477 -0.245 -0.024 0.039 0.047 0.257
H -10.515 -1.034 0.223 0.109 -0.043 -0.085 0.372
H -9.993 -1.757 1.702 0.260 -0.055 -0.076 0.348
H -10.711 -3.448 -0.762 0.044 0.026 0.045 0.247
H -11.866 -2.945 0.467 0.074 -0.004 -0.020 0.371
H -10.535 -3.997 0.914 0.025 -0.034 -0.124 0.262
```
Forces are in eV/Å.

The highest occupied orbital energy comes out at -4.96 eV. Its HOMO-LUMO gap is 5.26 eV. Its total charge is -1. As for the total energy: -4015.5896 hartree.